Record 1
{
  "formula": "C3H9NO2S",
  "method": "wB97M-V/def2-TZVPD",
  "homo_lumo_gap_ev": 9.2,
  "total_energy_ha": -722.9172,
  "e_above_lowest_ev": 6.834,
  "homo_energy_ev": -8.810,
  "species": ["C", "C", "C", "N", "O", "O", "S", "H", "H", "H", "H", "H", "H", "H", "H", "H"],
  "positions_angstrom": [[-0.43171, -2.09154, -0.70230], [-0.12828, 1.50944, 0.00733], [1.11988, 0.74095, 0.10023], [0.11483, -0.14863, -2.53815], [-0.67955, -0.26598, 2.89774], [-1.07428, 0.50855, -0.25765], [0.10819, -0.51965, -1.06906], [-0.02093, -2.86665, -1.34823], [-0.02550, -2.30316, 0.25307], [-0.35892, 2.10679, 0.77975], [-0.13828, 2.19436, -0.87372], [1.05189, 0.24646, 1.00331], [2.02201, 1.14896, -0.16289], [0.50730, 0.69522, -2.90409], [-0.49837, -0.20038, 1.91590], [-1.56826, -0.75474, 2.89875]],
  "atomic_forces_ev_per_a": [[1.20, 1.47, -0.96], [0.18, 0.89, -4.23], [-2.74, -1.55, -1.34], [-0.05, -1.61, 0.46], [-1.56, -1.00, -1.66], [0.61, -1.84, 0.27], [-1.24, 0.82, -0.38], [-0.15, 0.46, -0.62], [-0.16, 0.00, 1.53], [-1.03, 1.70, 3.25], [0.34, -0.18, 0.36], [0.86, -1.18, 2.02], [2.22, 0.62, -0.79], [0.23, 0.46, 0.41], [-0.62, -0.13, 1.62], [1.91, 1.08, 0.06]],
  "nbo_charge": [-0.9011, -0.1236, -0.5067, -1.0988, -0.9444, -0.6843, 1.6698, 0.2385, 0.2087, 0.2094, 0.1635, 0.2056, 0.2278, 0.3966, 0.4601, 0.4789]
}

Record 2
{
  "formula": "C5H7N",
  "method": "wB97M-V/def2-TZVPD",
  "homo_lumo_gap_ev": 10.2,
  "total_energy_ha": -249.3384,
  "e_above_lowest_ev": 3.669,
  "homo_energy_ev": -9.053,
  "smiles": "C#C[C@@H]1CN1C",
  "species": ["C", "C", "C", "C", "N", "C", "H", "H", "H", "H", "H", "H", "H"],
  "positions_angstrom": [[2.54307, -1.04217, -0.25360], [1.76112, -0.17975, -0.56735], [0.49535, 0.53681, -0.58134], [0.00488, 1.24704, 0.64548], [-0.36872, -0.10785, 0.38056], [-1.66993, -0.61307, 0.02919], [3.17238, -1.82962, 0.09303], [0.07907, 0.88837, -1.53090], [-0.70664, 2.06157, 0.48618], [0.69211, 1.39046, 1.47729], [-1.54908, -1.32110, -0.79932], [-2.40091, 0.15554, -0.25990], [-2.05269, -1.18622, 0.88066]],
  "atomic_forces_ev_per_a": [[-0.13, 0.47, -0.20], [0.26, -0.52, 0.26], [0.09, -0.17, -0.12], [0.02, 0.24, 0.13], [-0.08, -0.16, 0.13], [-0.23, 0.00, -0.05], [0.15, 0.17, -0.22], [0.16, -0.20, 0.23], [0.03, -0.21, -0.05], [-0.15, 0.00, -0.10], [-0.05, 0.17, 0.12], [0.05, -0.02, 0.00], [-0.11, 0.22, -0.13]],
  "nbo_charge": [-0.2325, -0.0080, -0.1689, -0.2170, -0.3870, -0.4107, 0.2348, 0.2124, 0.1874, 0.2066, 0.2052, 0.1713, 0.2065]
}